1.
Density functional theory data (ωB97M-V/def2-TZVPD) for an isolated ion of composition C6H10BrN2 and charge +1 in a non-equilibrium geometry.

Results
ΔE to the lowest compared entry with this formula, charge and spin = 81.9 kcal per mole
total energy = -2917.755490 Ha
net charge = +1
HOMO-LUMO gap = 6.88 eV

Geometry (Å):
C -1.17 1.49 -0.63
C 0.08 1.89 -1.23
C -1.33 0.10 -0.36
C 0.87 -0.60 0.31
C 2.09 -1.20 -0.20
C 0.71 -0.08 1.61
N -0.15 -0.67 -0.49
N -2.47 -0.40 -0.01
Br 0.05 3.55 -2.02
H -2.07 2.03 -0.75
H 2.05 -2.07 -0.91
H 2.70 -1.62 0.64
H 2.61 -0.41 -0.64
H -0.10 -0.60 2.32
H 0.50 1.07 1.62
H 1.65 -0.17 2.20
H 0.05 -1.14 -1.36
H -3.39 0.22 0.11
H -2.68 -1.40 -0.21

Mulliken charges, unit e, in atom order: atom 1 (C): -0.49, atom 2 (C): -0.44, atom 3 (C): 0.34, atom 4 (C): 1.20, atom 5 (C): -1.35, atom 6 (C): -1.28, atom 7 (N): -0.02, atom 8 (N): -0.42, atom 9 (Br): -0.05, atom 10 (H): 0.44, atom 11 (H): 0.41, atom 12 (H): 0.39, atom 13 (H): 0.36, atom 14 (H): 0.33, atom 15 (H): 0.33, atom 16 (H): 0.42, atom 17 (H): 0.25, atom 18 (H): 0.31, atom 19 (H): 0.27

***

2.
Density functional theory data (ωB97M-V/def2-TZVPD) for the molecule C6H10Cl2N2O4 in a non-equilibrium geometry.

Results
ΔE to the lowest compared entry with this formula, charge and spin = 0.0 kcal per mole
total energy = -1565.235298 Ha
HOMO-LUMO gap = 11.41 eV
structure (SMILES) = C[C@](Cl)(C[N+](=O)[O-])[C@](C)(Cl)C[N+](=O)[O-]

Geometry (Å):
C 0.51 -1.71 0.95
C -0.55 1.69 -0.83
C -1.65 -0.66 0.67
C 1.81 0.65 -0.54
C -0.24 -0.69 0.01
C 0.34 0.75 -0.08
N -2.37 -1.95 0.38
N 2.40 1.99 -0.61
O -2.11 -2.87 1.08
O 2.00 2.77 -1.41
O -3.18 -1.93 -0.48
O 3.23 2.14 0.21
Cl -0.38 -1.49 -1.69
Cl 0.40 1.53 1.57
H 1.16 -2.28 0.41
H 1.10 -1.10 1.54
H -0.25 -2.43 1.46
H -1.45 1.72 -0.38
H -0.76 1.44 -1.94
H -0.25 2.82 -0.87
H -1.63 -0.61 1.68
H -2.09 0.16 0.21
H 1.71 0.02 -1.50
H 2.26 0.04 0.16

Mulliken charges, unit e, in atom order: atom 1 (C): -1.39, atom 2 (C): -1.88, atom 3 (C): -1.32, atom 4 (C): -0.81, atom 5 (C): 0.88, atom 6 (C): 0.60, atom 7 (N): 1.07, atom 8 (N): 1.04, atom 9 (O): -0.65, atom 10 (O): -0.58, atom 11 (O): -0.55, atom 12 (O): -0.57, atom 13 (Cl): -0.11, atom 14 (Cl): -0.10, atom 15 (H): 0.46, atom 16 (H): 0.42, atom 17 (H): 0.32, atom 18 (H): 0.70, atom 19 (H): 0.28, atom 20 (H): 0.36, atom 21 (H): 0.40, atom 22 (H): 0.52, atom 23 (H): 0.35, atom 24 (H): 0.57

***

3.
Density functional theory data (ωB97M-V/def2-TZVPD) for an isolated ion of composition C6H10ClN2O and charge +1 in a non-equilibrium geometry.

Results
ΔE to the lowest compared entry with this formula, charge and spin = 58.9 kcal per mole
total energy = -879.118555 Ha
net charge = +1
HOMO-LUMO gap = 8.40 eV

Geometry (Å):
C 3.73 -1.77 0.35
C -2.93 -1.33 -0.14
C 0.15 -0.03 1.08
C 2.31 0.08 -0.20
C 2.51 1.35 -1.02
C -3.69 0.66 0.59
N 3.05 -0.96 -0.28
N 1.20 -0.01 0.45
O -3.43 -0.18 -0.53
Cl -1.09 -1.33 -0.11
H 4.20 -1.52 1.36
H 3.88 -2.83 -0.15
H -2.93 -1.54 0.99
H 3.18 1.31 -1.86
H 1.40 1.45 -1.25
H 2.91 2.17 -0.38
H -4.78 0.35 0.86
H -3.68 1.72 0.25
H -3.03 0.54 1.41
H -3.08 -2.25 -0.70

Mulliken charges, unit e, in atom order: atom 1 (C): -0.19, atom 2 (C): -0.29, atom 3 (C): -0.04, atom 4 (C): 0.42, atom 5 (C): -0.92, atom 6 (C): -0.64, atom 7 (N): -0.06, atom 8 (N): 0.03, atom 9 (O): -0.31, atom 10 (Cl): -0.10, atom 11 (H): 0.29, atom 12 (H): 0.27, atom 13 (H): 0.31, atom 14 (H): 0.35, atom 15 (H): 0.28, atom 16 (H): 0.31, atom 17 (H): 0.29, atom 18 (H): 0.24, atom 19 (H): 0.37, atom 20 (H): 0.39

***

4.
Density functional theory data (ωB97M-V/def2-TZVPD) for a 2-piece molecular cluster, C6H10ClN4O3S overall in a non-equilibrium geometry.

Results
ΔE to the lowest compared entry with this formula, charge and spin = 0.0 kcal per mole
total energy = -1537.445621 Ha
net charge = +1
HOMO-LUMO gap = 9.52 eV

Geometry (Å):
C -0.59 -1.01 0.99
C -1.37 -2.06 1.46
C 0.75 -2.64 1.59
C -2.87 -2.21 1.75
C 1.91 3.90 -2.38
C 1.77 1.53 -2.47
N -0.49 -3.13 1.67
N 0.71 -1.37 1.18
N -3.76 -1.85 0.75
N 1.83 2.61 -1.79
O -3.12 -2.73 2.85
O 1.73 1.07 0.53
O -0.08 2.42 -0.29
S 1.25 2.43 0.14
Cl -1.00 -4.73 2.12
H -0.73 -0.03 0.67
H 1.48 4.68 -1.64
H 3.01 4.18 -2.58
H 1.27 3.91 -3.25
H 1.77 0.61 -1.84
H 1.72 1.50 -3.56
H 1.63 -3.24 1.74
H 1.44 -0.62 1.27
H -3.57 -1.20 0.02
H -4.68 -2.00 1.08

Mulliken charges, unit e, in atom order: atom 1 (C): -0.23, atom 2 (C): -0.12, atom 3 (C): -0.18, atom 4 (C): 0.32, atom 5 (C): -0.79, atom 6 (C): -0.14, atom 7 (N): 0.03, atom 8 (N): 0.13, atom 9 (N): -0.39, atom 10 (N): -0.06, atom 11 (O): -0.53, atom 12 (O): -0.61, atom 13 (O): -0.44, atom 14 (S): 0.56, atom 15 (Cl): 0.12, atom 16 (H): 0.64, atom 17 (H): 0.27, atom 18 (H): 0.30, atom 19 (H): 0.37, atom 20 (H): 0.18, atom 21 (H): 0.30, atom 22 (H): 0.41, atom 23 (H): 0.36, atom 24 (H): 0.24, atom 25 (H): 0.27

***

5.
Density functional theory data (ωB97M-V/def2-TZVPD) for the molecule C6H10ClNO2 in a non-equilibrium geometry.

Results
ΔE to the lowest compared entry with this formula, charge and spin = 102.9 kcal per mole
total energy = -899.892587 Ha
HOMO-LUMO gap = 8.78 eV
structure (SMILES) = O=N[C@@]1(Cl)CCCC[C@@H]1O

Geometry (Å):
C -0.22 1.00 0.56
C 0.53 -0.20 1.26
C -1.24 0.32 -0.39
C 1.42 -0.97 0.25
C -0.40 -0.15 -1.61
C 0.65 -1.45 -0.86
N 1.15 -2.11 -1.99
O 2.29 -1.81 -2.32
O -1.04 -0.73 -2.58
Cl -0.69 -2.74 -0.33
H -0.82 1.77 1.20
H 0.48 1.67 0.08
H 1.05 0.42 1.90
H -0.10 -0.83 1.81
H -1.57 -0.60 0.17
H -1.91 1.04 -0.91
H 2.25 -0.44 -0.11
H 1.80 -1.76 0.88
H 0.35 0.39 -2.13
H -1.56 -1.47 -2.20

Mulliken charges, unit e, in atom order: atom 1 (C): -0.67, atom 2 (C): -0.94, atom 3 (C): -0.50, atom 4 (C): -0.63, atom 5 (C): -0.60, atom 6 (C): 0.47, atom 7 (N): -0.13, atom 8 (O): -0.38, atom 9 (O): -0.50, atom 10 (Cl): -0.17, atom 11 (H): 0.31, atom 12 (H): 0.43, atom 13 (H): 0.44, atom 14 (H): 0.42, atom 15 (H): 0.30, atom 16 (H): 0.35, atom 17 (H): 0.37, atom 18 (H): 0.32, atom 19 (H): 0.67, atom 20 (H): 0.44

***

6.
Density functional theory data (ωB97M-V/def2-TZVPD) for the molecule C6H10F2 in a non-equilibrium geometry.

Results
ΔE to the lowest compared entry with this formula, charge and spin = 101.6 kcal per mole
total energy = -434.174034 Ha
HOMO-LUMO gap (alpha / beta) = 8.76 / 7.85 eV

Geometry (Å):
C 0.14 -0.65 0.12
C -1.19 -0.06 -0.17
C 1.64 -0.06 -0.34
C -2.20 -0.68 -1.10
C -1.33 1.50 0.22
C 2.81 -0.37 0.59
F 0.08 -2.01 -0.01
F 1.70 1.23 -0.52
H 0.31 -0.57 1.24
H -3.18 -0.57 -0.63
H -2.06 -1.72 -1.30
H -2.12 -0.16 -2.06
H -0.97 1.52 1.28
H -2.35 1.78 0.18
H -0.69 2.25 -0.15
H 3.01 -1.50 0.79
H 2.73 -0.02 1.59
H 3.66 0.10 0.26

Mulliken charges, unit e, in atom order: atom 1 (C): 0.35, atom 2 (C): 0.42, atom 3 (C): 0.24, atom 4 (C): -1.24, atom 5 (C): -1.14, atom 6 (C): -1.30, atom 7 (F): -0.31, atom 8 (F): -0.23, atom 9 (H): 0.15, atom 10 (H): 0.35, atom 11 (H): 0.35, atom 12 (H): 0.28, atom 13 (H): 0.31, atom 14 (H): 0.34, atom 15 (H): 0.33, atom 16 (H): 0.30, atom 17 (H): 0.38, atom 18 (H): 0.43

***

7.
Density functional theory data (ωB97M-V/def2-TZVPD) for the molecule C6H10F2 in a non-equilibrium geometry.

Results
ΔE to the lowest compared entry with this formula, charge and spin = 35.6 kcal per mole
total energy = -434.279108 Ha
HOMO-LUMO gap = 10.76 eV
structure (SMILES) = CC1(C)[C@@H](F)[C@@]1(C)F

Geometry (Å):
C 0.91 -0.34 0.93
C -0.09 -0.45 -0.17
C 0.68 0.79 -0.12
C 0.25 -1.41 -1.30
C -1.48 -0.57 0.26
C 0.09 2.08 0.43
F 2.09 -1.10 0.82
F 1.53 0.86 -1.23
H 0.70 -0.08 1.99
H -0.62 -1.49 -2.10
H 0.44 -2.44 -0.79
H 1.21 -1.25 -1.82
H -2.12 -0.66 -0.60
H -1.80 0.20 0.97
H -1.62 -1.51 0.81
H -0.72 2.66 -0.16
H 0.86 2.87 0.68
H -0.32 1.85 1.40

Mulliken charges, unit e, in atom order: atom 1 (C): -0.47, atom 2 (C): 1.10, atom 3 (C): 0.95, atom 4 (C): -1.36, atom 5 (C): -1.55, atom 6 (C): -1.25, atom 7 (F): -0.32, atom 8 (F): -0.35, atom 9 (H): 0.35, atom 10 (H): 0.33, atom 11 (H): 0.28, atom 12 (H): 0.33, atom 13 (H): 0.39, atom 14 (H): 0.30, atom 15 (H): 0.34, atom 16 (H): 0.27, atom 17 (H): 0.35, atom 18 (H): 0.32

***

8.
Density functional theory data (ωB97M-V/def2-TZVPD) for a 2-piece molecular cluster, C6H10F3NO overall in a non-equilibrium geometry.

Results
ΔE to the lowest compared entry with this formula, charge and spin = 67.5 kcal per mole
total energy = -664.107720 Ha
HOMO-LUMO gap = 9.66 eV
structure (SMILES) = C=C[C@]1(O)N[C@H]1C.FC(F)F

Geometry (Å):
C -0.14 -2.36 -0.42
C -0.73 -1.40 -1.15
C -2.01 1.44 0.91
C -0.93 0.34 0.76
C -0.75 -0.02 -0.69
C 3.04 0.14 0.55
N 0.32 0.60 0.09
O -1.31 0.96 -1.56
F 4.04 0.84 1.01
F 3.11 -1.13 0.83
F 3.19 0.18 -0.79
H 0.05 -3.33 -0.79
H -0.01 -1.95 0.61
H -1.16 -1.44 -2.21
H -2.79 1.10 0.36
H -2.28 1.49 1.99
H -1.72 2.45 0.45
H -0.97 -0.48 1.46
H 2.16 0.54 1.11
H 0.32 1.55 -0.16
H -1.45 0.46 -2.36

Mulliken charges, unit e, in atom order: atom 1 (C): -0.89, atom 2 (C): -0.24, atom 3 (C): -1.37, atom 4 (C): -0.08, atom 5 (C): 0.93, atom 6 (C): 0.67, atom 7 (N): -0.33, atom 8 (O): -0.49, atom 9 (F): -0.26, atom 10 (F): -0.26, atom 11 (F): -0.25, atom 12 (H): 0.36, atom 13 (H): 0.10, atom 14 (H): 0.12, atom 15 (H): 0.36, atom 16 (H): 0.34, atom 17 (H): 0.26, atom 18 (H): 0.36, atom 19 (H): 0.11, atom 20 (H): 0.28, atom 21 (H): 0.27